1.
C19H19F3N3O5PdSSi | wB97M-V/def2-TZVPD

XYZ file:
```
52
Properties=species:S:1:pos:R:3
C 2.152 -3.132 -0.179
C -1.704 -3.900 1.547
C -1.640 -0.513 -0.860
H -4.729 -3.012 -0.866
Si -2.386 -3.291 -0.108
H 0.335 6.676 -1.930
H -1.399 3.057 -0.431
N 2.756 1.601 -1.137
H 3.914 -3.990 -1.056
O 4.046 3.508 -1.513
C 1.718 3.723 -1.063
H 2.566 5.477 -1.875
H 1.673 -4.069 0.063
C 1.648 5.023 -1.526
F -1.765 4.474 2.933
S -1.894 2.131 1.726
H -1.697 5.356 -1.264
H 0.510 -1.952 0.562
H 0.827 0.700 2.514
C -0.701 4.944 -1.191
H -4.561 -2.577 0.833
Pd 1.150 1.111 0.041
C 0.119 0.475 1.709
N 2.026 -0.754 -0.156
H -0.869 -4.723 -1.464
C -1.954 -4.633 -1.359
H -2.356 -4.377 -2.342
H -4.634 -4.287 0.363
C 3.909 -1.842 -1.139
C -1.731 -1.722 -0.557
N 0.643 3.073 -0.574
C 3.201 -0.704 -0.818
C -1.311 3.223 3.129
F 0.028 3.280 3.158
C 3.383 -3.081 -0.807
O -1.206 0.821 2.259
H -2.159 -4.851 1.836
O 4.837 0.747 -1.738
O -3.326 2.053 1.984
C 3.723 0.649 -1.268
C 0.420 5.660 -1.568
C 3.006 2.937 -1.265
H -1.911 -3.169 2.332
O -1.521 0.651 -1.166
H -2.353 -5.608 -1.065
H 0.030 -0.602 1.615
H -0.622 -4.050 1.516
C 1.502 -1.945 0.132
F -1.738 2.805 4.319
C -0.548 3.655 -0.702
H 4.850 -1.724 -1.657
C -4.257 -3.302 0.075
```

## Properties
Max |F|: 0.009 Eh/bohr
Total charge: -1
LUMO level: 2.0 eV
Calculated total energy: -65065.577 eV
2S+1: 1
HOMO energy: -4.2 eV

2.
C19H19IN7PdS | wB97M-V/def2-TZVPD

XYZ file:
```
48
Properties=species:S:1:pos:R:3
C -0.270 2.704 3.837
C 0.255 0.100 3.487
C 2.393 -0.441 -1.471
C -0.229 2.137 2.577
I 0.695 -1.855 2.929
H -4.256 -3.102 0.403
H -1.857 -2.319 0.269
H -2.125 -1.201 -0.879
N -2.112 -1.346 0.125
N 2.026 -1.221 -0.428
H -0.058 2.334 5.947
C 4.117 -1.980 -2.091
H 4.234 -3.704 -0.804
C 1.031 2.757 -2.820
S 4.562 1.240 -5.310
H -0.389 2.732 1.691
C -0.162 2.024 -0.880
H -0.945 2.137 -0.146
H -3.734 -0.071 0.457
C -4.498 -2.072 0.148
H -6.215 -0.871 0.470
C 1.859 1.639 -2.696
H -5.886 -1.876 1.738
H -6.555 -2.477 0.360
N 3.327 2.026 -4.651
N -5.873 -1.803 0.718
C 0.241 0.558 4.783
C -3.443 -1.098 0.690
C 2.679 -2.361 -0.212
H -3.383 -1.179 1.779
C 1.630 0.764 -1.643
C -0.036 1.910 4.951
Pd 0.606 -0.376 0.736
N 0.643 0.977 -0.739
H -0.477 3.760 3.938
C 3.734 -2.772 -1.026
N 0.028 0.829 2.403
N 4.664 -0.025 -4.327
H 1.194 3.453 -3.634
C 0.006 2.942 -1.913
H 4.931 -2.263 -2.747
H 0.445 -0.094 5.620
H -4.593 -1.994 -0.933
H -0.662 3.788 -1.990
H 2.368 -2.967 0.627
C 3.715 0.134 -3.417
C 3.427 -0.786 -2.325
C 2.950 1.310 -3.602
```

## Properties
Max |F|: 0.021 Eh/bohr
Total charge: +3
LUMO level: -9.4 eV
Calculated total energy: -52833.890 eV
2S+1: 1
HOMO energy: -16.6 eV

3.
C19H19IrN3O5S | wB97M-V/def2-TZVPD

XYZ file:
```
48
Properties=species:S:1:pos:R:3
H -3.518 1.754 -1.325
C -2.843 -0.231 -1.581
H 4.364 -2.155 -1.235
H 1.564 1.625 1.321
C 2.824 0.353 0.388
O -0.694 2.537 0.765
N 1.553 0.662 0.995
C -0.416 -2.493 -0.727
C 1.196 -4.217 -0.280
C -0.093 -3.838 -0.612
H -2.925 2.119 2.209
C -3.166 -0.246 1.351
H -1.414 -2.218 -1.032
O -1.553 0.017 -1.625
H 3.187 -3.545 0.131
C 1.878 -1.894 -0.225
H -0.743 2.125 1.642
C 5.022 1.021 -0.277
C 0.547 -1.511 -0.488
C -1.879 -0.648 2.059
H 1.335 0.054 1.787
H 3.633 2.303 0.749
C 5.227 -0.240 -0.814
C -3.084 2.230 1.130
C 2.172 -3.251 -0.108
H 5.797 1.773 -0.332
C -0.389 2.455 -2.424
H -4.057 2.734 1.018
H -2.009 4.108 1.042
H -2.099 3.278 -0.516
C 3.810 1.320 0.326
N -1.253 3.136 -2.770
N -3.053 0.924 0.519
C 2.989 -0.911 -0.174
Ir -0.107 0.350 -0.240
H -3.436 -1.097 0.718
S 0.917 1.508 -1.906
H -3.954 -0.187 2.113
H -0.857 -4.584 -0.787
H 1.447 -5.264 -0.167
O -0.744 -0.080 1.634
C -3.633 0.805 -0.798
H -4.696 0.532 -0.797
O -3.356 -1.170 -2.146
C 4.218 -1.189 -0.769
C -1.994 3.129 0.557
H 6.168 -0.478 -1.291
O -1.880 -1.406 2.991
```

## Properties
Max |F|: 0.011 Eh/bohr
Total charge: 0
LUMO level (alpha / beta): -0.2 / -2.7 eV
Calculated total energy: -48393.417 eV
2S+1: 2
HOMO energy (alpha / beta): -8.7 / -8.6 eV

4.
C19H19MoN4O11 | wB97M-V/def2-TZVPD

XYZ file:
```
54
Properties=species:S:1:pos:R:3
H 1.628 -3.318 -1.395
Mo -0.070 -0.748 -0.190
O 1.424 -0.500 0.986
C -0.662 3.077 3.465
O -2.762 2.183 -0.566
N -2.374 3.069 0.188
H -2.188 0.580 -1.313
N 3.274 0.069 -2.079
O -0.006 3.473 5.629
H -6.412 -1.364 -2.336
C 0.288 2.089 3.326
H -2.259 4.199 2.574
H 0.952 1.847 4.144
H 4.702 0.312 -3.564
C -5.581 -2.429 -0.675
H 1.941 -3.112 0.353
O -0.354 1.138 -0.139
O 2.320 0.238 2.876
C -4.365 -0.831 -2.024
O -2.039 -0.380 -1.463
C 0.393 1.396 2.127
O 1.281 -0.894 -1.661
C 2.577 -0.927 -1.545
H 3.294 2.122 -2.391
C -0.464 1.725 1.067
N -0.774 3.795 4.752
C -3.259 -1.053 -1.237
C -1.524 3.419 2.442
O -2.752 4.210 0.139
C 2.593 1.296 -2.490
H 4.931 -1.127 -2.570
C -3.305 -1.951 -0.173
O -1.618 -1.066 1.281
C -1.424 2.723 1.257
H 5.348 0.477 -1.924
C 2.394 -3.163 -0.641
C -1.974 -1.961 0.465
C -4.460 -2.650 0.115
N 3.161 -1.955 -0.928
H 4.673 -0.757 -0.084
H -4.488 -3.348 0.940
H -6.496 -2.963 -0.465
O -1.629 4.649 4.829
C 4.383 -1.801 -0.137
H 1.733 1.486 -1.855
C 1.460 0.335 2.052
C 4.649 -0.079 -2.549
H 3.074 -4.013 -0.661
C -5.532 -1.528 -1.729
H -4.319 -0.129 -2.846
O -1.016 -2.556 -0.175
H 4.169 -2.137 0.878
H 2.264 1.228 -3.528
H 5.200 -2.394 -0.546
```

## Properties
Max |F|: 0.004 Eh/bohr
Total charge: +1
LUMO level (alpha / beta): -4.7 / -4.1 eV
Calculated total energy: -50340.459 eV
2S+1: 3
HOMO energy (alpha / beta): -12.5 / -12.6 eV